(1)
This record from the Open Molecules 2025 dataset describes a 2-piece molecular cluster, C5H11NO2 overall. The level of theory is wB97M-V/def2-TZVPD.

## Properties
- LUMO energy: -0.73 eV
- E_HOMO: -7.4991 eV
- Total charge: 0

Structure (XYZ):
```
19
C5H11NO2 | the Open Molecules 2025 dataset | wB97M-V/def2-TZVPD
C 1.388 -0.631 0.861
C 1.001 -1.444 -0.255
C -0.149 -1.569 -0.940
N 2.084 -2.354 -0.672
H 0.437 -0.183 1.231
H 1.908 -1.246 1.657
H 2.030 0.176 0.494
H -0.257 -2.261 -1.782
H -0.974 -0.823 -0.652
H 2.050 -3.079 0.017
H 3.016 -1.981 -0.704
H 1.741 -2.856 -1.525
O -0.516 1.348 -0.851
C -1.148 1.453 0.235
O -1.419 0.505 1.036
C -1.682 2.863 0.559
H -0.908 3.643 0.795
H -2.145 3.283 -0.358
H -2.463 2.942 1.293
```


(2)
This record from the Open Molecules 2025 dataset describes one molecule with the formula C5H11NO2. The level of theory is wB97M-V/def2-TZVPD.

## Properties
- LUMO energy: 0.75 eV
- E_HOMO: -9.0854 eV
- Total charge: 0

Structure (XYZ):
```
19
C5H11NO2 | the Open Molecules 2025 dataset | wB97M-V/def2-TZVPD
C 0.419 -0.179 -1.560
C 0.970 0.449 -0.288
N 1.930 -0.305 0.425
C -0.384 0.541 0.559
O -0.101 1.024 1.768
C -1.647 0.582 -0.115
C -1.169 -0.711 0.479
O -1.887 -1.221 1.589
H 1.214 0.203 -2.426
H -0.506 0.190 -2.102
H 0.381 -1.255 -1.262
H 1.205 1.586 -0.416
H 1.861 -1.240 0.237
H 2.988 -0.121 0.265
H 0.960 0.994 1.466
H -2.427 0.956 0.539
H -1.909 0.891 -1.221
H -0.657 -1.552 -0.138
H -1.242 -0.832 2.200
```


(3)
This record from the Open Molecules 2025 dataset describes one molecule with the formula C5H11NO2. The level of theory is wB97M-V/def2-TZVPD.

## Properties
- LUMO energy: 0.79 eV
- E_HOMO: -7.5973 eV
- Total charge: 0

Structure (XYZ):
```
19
C5H11NO2 | the Open Molecules 2025 dataset | wB97M-V/def2-TZVPD
C -0.070 -0.594 -2.158
N -0.903 0.191 -1.266
C -1.359 -0.720 0.185
C -0.107 -0.763 0.904
O 0.405 -2.026 1.111
C 0.689 0.334 1.046
C 0.241 1.757 1.030
O 1.971 0.094 1.504
H -0.610 -1.418 -2.648
H 0.355 0.038 -2.945
H 0.749 -1.035 -1.587
H -1.690 0.548 -1.813
H -2.097 -0.041 0.600
H -1.732 -1.722 -0.035
H 1.314 -1.931 1.422
H -0.707 1.847 0.512
H 0.131 2.137 2.050
H 0.973 2.377 0.508
H 2.445 0.928 1.579
```


(4)
This record from the Open Molecules 2025 dataset describes C5H11NO2 as an isolated structure. The level of theory is wB97M-V/def2-TZVPD.

## Properties
- LUMO energy (spin up / spin down): -0.54 / -0.54 eV
- E_HOMO (spin up / spin down): -7.3819 / -7.3815 eV
- Total charge: 0

Structure (XYZ):
```
19
C5H11NO2 | the Open Molecules 2025 dataset | wB97M-V/def2-TZVPD
C 0.143 -0.116 -0.499
C 1.308 0.624 -0.156
C -1.800 -0.327 1.866
C -0.877 0.425 -1.452
N 1.755 0.487 1.077
C 1.502 -0.902 -1.626
O -0.759 0.512 1.517
O 2.022 -1.924 -1.334
H -0.051 -1.028 0.047
H 1.681 1.400 -0.821
H 2.580 0.985 1.373
H 0.865 0.395 1.739
H 1.472 -0.479 -2.654
H -1.537 -1.406 1.890
H -2.670 -0.258 1.184
H -2.199 -0.104 2.870
H -0.443 1.144 -2.152
H -1.364 -0.372 -2.017
H -1.629 0.945 -0.854
```


The structure shown above that is least stable: (2).